#1
11
Properties=species:S:1:pos:R:3 method="wB97M-V/def2-TZVPD" e_lumo_ev=-5.27 charge=+1 mol_weight_g_mol=85.09
C 2.550 0.109 -0.035
C -1.997 1.328 -0.106
C -0.930 -0.876 0.250
N 2.217 -1.057 -0.119
N -1.452 0.257 0.220
O 2.690 1.238 0.203
H -1.984 2.170 0.456
H -2.668 1.523 -0.927
H -1.340 -1.642 0.719
H 0.150 -1.222 -0.081
H 2.764 -1.828 -0.581

---

#2
11
Properties=species:S:1:pos:R:3 method="wB97M-V/def2-TZVPD" e_lumo_ev="-7.28 / -7.31" smiles="C/N=C/C=[N+]=O" charge=+1 mol_weight_g_mol=85.09
C 1.329 0.936 -0.828
N 0.308 0.218 -0.103
C -0.919 0.160 0.048
C -1.445 -0.938 0.848
N -0.477 -1.549 1.410
O 0.669 -1.369 1.212
H 0.774 1.775 -1.209
H 2.074 1.100 -0.121
H 1.793 0.205 -1.581
H -1.596 0.854 -0.494
H -2.509 -1.392 0.821

---

#3
11
Properties=species:S:1:pos:R:3 method="wB97M-V/def2-TZVPD" e_lumo_ev=-4.76 smiles="C#[N+]CCN=O" charge=+1 mol_weight_g_mol=85.09
C -1.867 0.855 -1.121
N -1.006 0.609 -0.427
C 0.037 0.440 0.471
C 0.634 -0.973 0.121
N -0.542 -1.864 -0.197
O -0.301 -3.023 -0.311
H -2.645 1.234 -1.739
H -0.579 0.295 1.423
H 0.892 1.133 0.342
H 1.232 -0.733 -0.831
H 1.180 -1.153 1.085

---

#4
11
Properties=species:S:1:pos:R:3 method="wB97M-V/def2-TZVPD" e_lumo_ev=-4.47 charge=+1 mol_weight_g_mol=85.09
C 1.148 -0.533 -0.413
C -2.311 0.130 -0.097
C 2.073 0.165 0.340
N -2.311 0.651 0.973
N 0.188 -0.921 -0.923
O -2.128 -0.498 -1.097
H 1.707 0.169 1.337
H 1.902 1.226 0.052
H 3.113 -0.235 0.103
H -3.009 1.287 1.319
H -0.372 -1.440 -1.594

---

Ranked by calculated energy, most stable first: #4, #1, #3, #2.

---

#1
17
Properties=species:S:1:pos:R:3 method="wB97M-V/def2-TZVPD" e_lumo_ev="-0.15 / -0.14" charge=0 mol_weight_g_mol=128.13
C -0.626 0.420 1.574
C 0.947 -0.816 0.555
C -1.952 2.022 0.416
C 0.865 -1.586 -1.631
C 1.343 -1.134 2.044
N -1.438 1.329 1.572
N 0.717 -0.327 2.928
O -0.163 -0.238 0.462
O 1.571 -1.482 -0.395
H -2.668 2.786 0.633
H -2.337 1.315 -0.278
H -1.051 2.345 -0.148
H 0.843 -0.704 -2.136
H -0.080 -1.824 -1.314
H 1.447 -2.258 -2.155
H 2.433 -1.053 2.098
H 0.964 -2.196 2.111

---

#2
17
Properties=species:S:1:pos:R:3 method="wB97M-V/def2-TZVPD" e_lumo_ev="0.10 / 0.10" charge=0 mol_weight_g_mol=128.13
C -0.076 0.344 -2.669
C 0.796 -0.266 -1.818
C -1.235 0.938 -1.993
C 0.689 -0.102 -0.366
C 1.306 -1.029 1.734
N -1.404 0.304 -0.786
N -2.174 0.985 0.185
O -1.913 1.885 -2.371
O 1.117 -1.146 0.287
H 0.057 0.314 -3.799
H 1.486 -0.952 -2.274
H 0.546 0.818 0.347
H 2.336 -1.331 2.109
H 0.734 -1.828 2.086
H 0.950 -0.152 2.181
H -2.810 0.386 0.686
H -2.516 1.922 -0.315

---

Ranked by calculated energy, most stable first: #2, #1.

---

#1
17
Properties=species:S:1:pos:R:3 method="wB97M-V/def2-TZVPD" e_lumo_ev=0.79 smiles="O=C1NC[C@H]2[C@H](CO)N12" charge=0 mol_weight_g_mol=128.13
O -2.589 -0.010 -0.923
C -1.663 -0.106 -0.177
N -1.616 -1.111 0.753
C -0.611 -0.927 1.750
C 0.345 0.071 1.048
C 0.877 -0.035 -0.368
C 1.815 0.989 -0.948
O 3.139 0.449 -1.000
N -0.406 0.601 -0.118
H -2.515 -1.542 0.940
H -0.040 -1.818 2.032
H -1.161 -0.502 2.601
H 0.846 0.771 1.720
H 0.863 -1.018 -0.828
H 1.843 1.951 -0.386
H 1.530 1.113 -1.954
H 3.802 1.155 -1.018

---

#2
17
Properties=species:S:1:pos:R:3 method="wB97M-V/def2-TZVPD" e_lumo_ev=0.70 charge=0 mol_weight_g_mol=128.13
C -0.902 -0.402 -2.258
C -1.470 -0.760 -1.045
C 0.621 -1.636 -1.153
C 0.665 2.290 1.800
C 0.726 1.118 1.189
N 0.362 -0.860 -2.259
N -0.484 -1.503 -0.470
O 1.109 -0.022 1.647
O -0.648 -2.233 0.710
H -1.196 0.432 -2.909
H -2.467 -0.548 -0.652
H 0.286 3.196 1.345
H 0.957 -0.851 -2.969
H 0.814 2.527 2.883
H 0.545 1.001 0.133
H 1.351 -0.003 2.558
H -0.268 -1.748 1.449

---

Ranked by calculated energy, most stable first: #1, #2.

---

#1
15
Properties=species:S:1:pos:R:3 method="wB97M-V/def2-TZVPD" e_lumo_ev=0.78 charge=0 mol_weight_g_mol=113.12
H -1.814 -0.569 -0.190
N -1.112 -0.313 0.495
C -0.224 0.456 -0.011
C -0.044 0.726 -1.496
N -0.204 -0.145 -2.452
N -0.618 -1.410 -2.247
N 0.855 0.942 0.703
N 1.228 0.892 2.012
C 0.486 0.205 2.815
H 0.300 1.664 -1.864
H -0.495 -2.053 -3.035
H -0.323 -1.824 -1.335
H 1.498 1.547 0.221
H 0.848 0.244 3.844
H -0.382 -0.361 2.539

---

#2
15
Properties=species:S:1:pos:R:3 method="wB97M-V/def2-TZVPD" e_lumo_ev=-0.25 charge=0 mol_weight_g_mol=113.12
C 1.427 0.743 -0.384
C -0.675 -0.563 -0.166
C -2.613 0.172 0.647
H 2.042 -1.535 0.733
H 3.918 -0.964 -0.363
H 1.206 1.859 -0.725
H -1.059 -1.673 -0.295
H -1.056 1.478 0.423
H -3.271 0.787 1.509
H -2.897 -0.221 -1.667
N 3.094 -0.651 0.448
N 2.741 0.655 -0.052
N 0.627 -0.397 -0.261
N -1.375 0.493 0.179
N -3.332 -0.363 -0.342

---

Ranked by calculated energy, most stable first: #1, #2.

---

#1
15
Properties=species:S:1:pos:R:3 method="wB97M-V/def2-TZVPD" e_lumo_ev=0.16 charge=0 mol_weight_g_mol=113.12
C 1.576 -1.038 -0.162
C 0.199 0.909 -0.053
C -2.211 -0.203 0.188
H 0.900 -1.099 1.575
H 2.099 -1.285 -1.120
H 1.733 0.455 -1.495
H 1.297 2.638 -0.198
H -0.842 1.213 1.320
H -3.267 0.449 0.736
H -1.281 -1.403 -1.115
N 1.504 -1.718 0.943
N 0.828 -0.074 -0.893
N 0.380 2.232 0.038
N -0.747 0.280 0.862
N -2.168 -1.355 -0.626

---

#2
15
Properties=species:S:1:pos:R:3 method="wB97M-V/def2-TZVPD" e_lumo_ev=0.44 smiles="NCC1=NN=CNN1" charge=0 mol_weight_g_mol=113.12
N 0.392 1.600 -1.507
C 1.128 1.344 -0.171
C 0.620 -0.005 0.343
N 1.075 -0.494 1.488
N 0.207 -1.680 1.832
C -0.897 -1.904 1.202
N -1.452 -1.300 0.184
N -0.748 -0.095 -0.110
H 0.355 2.468 -1.793
H 0.882 0.945 -2.181
H 0.798 1.953 0.779
H 2.243 1.276 -0.093
H -1.269 -3.131 1.144
H -2.574 -1.051 -0.037
H -0.760 0.075 -1.082

---

Ranked by calculated energy, most stable first: #2, #1.

---

#1
16
Properties=species:S:1:pos:R:3 method="wB97M-V/def2-TZVPD" e_lumo_ev=-3.27 charge=+1 mol_weight_g_mol=75.13
C 0.659 1.340 1.579
N 1.187 1.464 0.145
H 0.950 2.207 2.177
H 1.055 0.417 2.055
H -0.412 1.260 1.476
H 1.693 2.332 -0.019
H 1.629 0.606 -0.203
H 0.317 1.166 -0.400
C -1.297 -2.119 -0.168
C -0.346 -1.384 -0.786
N -0.656 -0.133 -1.424
H -2.348 -1.916 -0.023
H -0.890 -3.009 0.318
H 0.545 -1.947 -1.031
H -0.439 -0.346 -2.397
H -1.646 0.061 -1.299

---

#2
16
Properties=species:S:1:pos:R:3 method="wB97M-V/def2-TZVPD" e_lumo_ev=-3.92 charge=+1 mol_weight_g_mol=75.13
C -2.320 1.027 -0.168
N -1.382 -0.189 -0.073
H -3.377 0.664 -0.355
H -2.075 1.580 -1.115
H -2.345 1.721 0.660
H -1.658 -0.990 -0.693
H -0.024 0.019 0.192
H -1.369 -0.432 0.916
C 1.678 -1.475 0.234
C 1.964 0.967 0.006
N 1.215 -0.039 0.229
H 1.553 -1.846 -0.792
H 2.774 -1.571 0.359
H 0.940 -2.063 0.840
H 1.503 1.939 0.194
H 2.922 0.688 -0.435

---

Ranked by calculated energy, most stable first: #1, #2.

---

#1
16
Properties=species:S:1:pos:R:3 method="wB97M-V/def2-TZVPD" e_lumo_ev=-3.78 smiles=NCCC[NH3+] charge=+1 mol_weight_g_mol=75.13
N 1.554 1.853 0.513
C 0.864 0.518 0.507
C -0.538 0.678 0.000
C -1.050 -0.523 -0.803
N -0.692 -1.909 -0.086
H 2.016 2.367 -0.267
H 1.321 2.578 1.234
H 1.079 0.045 1.502
H 1.403 -0.107 -0.250
H -1.154 0.930 0.930
H -0.617 1.610 -0.669
H -0.369 -0.631 -1.696
H -2.089 -0.677 -0.991
H -0.562 -2.625 -0.838
H 0.157 -1.813 0.315
H -1.324 -2.295 0.598

---

#2
16
Properties=species:S:1:pos:R:3 method="wB97M-V/def2-TZVPD" e_lumo_ev=-3.43 charge=+1 mol_weight_g_mol=75.14
C -1.900 1.573 -0.378
N -1.766 0.328 -0.297
H -2.873 2.017 -0.101
H -1.059 2.299 -0.439
H -0.447 -0.342 -0.125
H -2.700 -0.150 -0.497
C 1.618 0.464 -0.236
N 0.682 -0.711 -0.193
C 1.032 -1.573 0.983
H 1.312 1.438 0.208
H 2.436 0.315 0.496
H 2.030 0.724 -1.229
H 0.662 -1.253 -1.019
H 1.499 -0.950 1.823
H 2.065 -2.052 0.790
H 0.168 -2.147 1.312

---

#3
16
Properties=species:S:1:pos:R:3 method="wB97M-V/def2-TZVPD" e_lumo_ev=-8.50 charge=+1 mol_weight_g_mol=75.13
C -2.499 0.255 0.566
C 1.799 -0.201 -1.236
C 1.578 -0.448 0.259
N 0.708 0.518 0.818
N -1.326 0.056 -0.239
H -2.799 1.290 0.659
H -2.264 -0.102 1.570
H 2.087 0.836 -1.394
H 0.876 -0.428 -1.772
H 2.533 -0.287 0.796
H 1.171 -1.456 0.394
H -0.393 0.521 0.339
H 0.554 0.333 1.820
H 2.552 -0.865 -1.653
H -1.312 0.444 -1.183
H -3.265 -0.465 0.258

---

Ranked by calculated energy, most stable first: #1, #2, #3.

---

#1
16
Properties=species:S:1:pos:R:3 method="wB97M-V/def2-TZVPD" e_lumo_ev=-4.37 charge=+1 mol_weight_g_mol=75.13
C 1.446 1.540 -0.804
C 0.374 2.506 -0.223
H 1.105 1.134 -1.761
H 2.438 1.963 -0.887
H 1.425 0.722 -0.072
H 0.354 3.343 -0.924
H 0.741 2.858 0.737
H -0.609 2.047 -0.240
N 0.086 -1.395 0.435
C -0.821 -2.196 0.940
N -2.039 -2.302 0.457
H -0.017 -0.993 -0.490
H 1.015 -1.436 0.836
H -0.518 -3.055 1.533
H -2.652 -3.062 0.738
H -2.330 -1.673 -0.275

---

#2
16
Properties=species:S:1:pos:R:3 method="wB97M-V/def2-TZVPD" e_lumo_ev=-3.25 charge=+1 mol_weight_g_mol=75.13
C 0.652 -1.787 0.990
C -1.501 -1.326 0.143
N -0.541 -0.897 0.855
H 1.431 -1.160 1.417
H 0.888 -2.258 0.041
H 0.419 -2.541 1.740
H -2.369 -0.682 0.039
H -1.476 -2.303 -0.337
C 0.248 1.686 -1.375
N 0.398 1.563 0.114
H 1.048 1.114 -1.833
H -0.729 1.303 -1.644
H 0.318 2.736 -1.639
H 1.368 1.677 0.406
H 0.000 0.607 0.480
H -0.153 2.269 0.604

---

Ranked by calculated energy, most stable first: #1, #2.